# 1
ORCA calculation (ωB97M-V/def2-TZVPD) on an isolated molecule of C4H7NO2.

Results
* energy above the lowest of the compared OMol25 structures with the same formula, charge and spin: 598.68 kJ/mol
* HOMO energy (spin up / spin down): -9.15 / -8.96 eV
* energy: -361.6528 a.u.
* strongest force on any atom: 1.13 eV/A

Positions of all 14 atoms, in Å:
C -1.492 0.008 -0.646
C -0.454 0.572 0.301
N -0.731 1.560 1.172
O 0.043 -0.217 1.264
C 1.829 -0.855 0.508
C 1.421 -0.305 -0.693
O 0.840 0.858 -0.713
H -2.379 -0.291 -0.076
H -1.772 0.760 -1.390
H -1.108 -0.875 -1.161
H -1.747 1.723 1.179
H 2.204 -0.227 1.304
H 2.093 -1.910 0.546
H 1.392 -0.906 -1.610

natural (NBO) population analysis, charges in e, atoms 1 to 5: atom 1 (C): -0.67, atom 2 (C): 0.56, atom 3 (N): -0.41, atom 4 (O): -0.46, atom 5 (C): -0.32

# 2
ORCA calculation (ωB97M-V/def2-TZVPD) on a 6-piece molecular cluster, C27H38F15INO10 overall.

Results
* net charge: +1
* energy above the lowest of the compared OMol25 structures with the same formula, charge and spin: 510.84 kJ/mol
* HOMO energy: -12.34 eV
* energy: -3654.1252 a.u.
* strongest force on any atom: 4.84 eV/A

Positions of all 92 atoms, in Å:
I -1.790 -1.438 3.445
C -1.248 -3.024 2.019
C -0.775 -4.429 2.731
C 0.568 -4.317 3.660
C 1.701 -3.260 3.146
C 3.194 -3.253 3.884
C 3.715 -1.863 3.112
C 3.243 -2.375 1.591
N 2.110 -3.192 1.695
H -0.476 -2.675 1.183
H -2.247 -3.280 1.421
H -1.643 -4.826 3.439
H -0.557 -5.204 1.881
H 0.239 -3.955 4.750
H 1.097 -5.362 3.811
H 1.250 -2.195 3.329
H 3.222 -3.276 5.054
H 3.752 -4.108 3.280
H 3.102 -0.899 3.460
H 4.864 -1.635 3.250
H 3.847 -2.081 0.627
H 1.629 -3.669 0.881
C -1.030 1.020 1.008
C -2.166 1.011 0.003
O -2.625 2.348 -0.254
C -1.870 3.086 -1.129
O -0.852 2.669 -1.676
C -2.493 4.463 -1.349
F -2.870 5.063 -0.183
F -3.615 4.401 -2.123
F -1.651 5.338 -1.969
H -1.328 1.542 1.923
H -0.730 -0.001 1.264
H -0.155 1.547 0.614
H -3.015 0.458 0.418
H -1.880 0.511 -0.929
C -8.218 0.058 -2.343
C -6.917 -0.603 -2.757
O -5.972 -0.587 -1.675
C -6.142 -1.547 -0.713
O -7.040 -2.387 -0.733
C -5.048 -1.447 0.348
F -4.838 -0.166 0.769
F -3.845 -1.897 -0.112
F -5.322 -2.173 1.469
H -8.033 1.069 -1.965
H -8.910 0.115 -3.187
H -8.705 -0.497 -1.535
H -6.467 -0.039 -3.581
H -7.078 -1.626 -3.118
C 5.786 0.826 -1.907
C 7.087 0.164 -2.322
O 8.032 0.181 -1.240
C 7.862 -0.780 -0.277
O 6.964 -1.619 -0.297
C 8.956 -0.679 0.784
F 9.166 0.601 1.205
F 10.159 -1.129 0.324
F 8.682 -1.405 1.905
H 5.971 1.837 -1.530
H 5.094 0.883 -2.751
H 5.299 0.270 -1.099
H 7.537 0.729 -3.145
H 6.926 -0.858 -2.682
C -1.336 6.225 2.080
C -0.035 5.563 1.665
O 0.910 5.580 2.747
C 0.740 4.619 3.710
O -0.158 3.780 3.689
C 1.835 4.720 4.771
F 2.044 6.001 5.192
F 3.037 4.270 4.311
F 1.561 3.994 5.892
H -1.151 7.236 2.457
H -2.028 6.282 1.235
H -1.823 5.669 2.888
H 0.415 6.128 0.842
H -0.196 4.541 1.304
C -1.063 0.256 -4.485
C -1.593 -0.949 -3.730
O -1.923 -2.012 -4.638
C -0.872 -2.768 -5.088
O 0.298 -2.577 -4.763
C -1.365 -3.887 -6.003
F -2.266 -3.450 -6.930
F -1.988 -4.882 -5.308
F -0.362 -4.485 -6.706
H -1.775 0.570 -5.255
H -0.884 1.092 -3.804
H -0.124 0.021 -4.998
H -2.517 -0.677 -3.210
H -0.885 -1.294 -2.968

Mulliken population analysis, charges in e, atoms 1 to 5: atom 1 (I): 0.06, atom 2 (C): -0.64, atom 3 (C): -0.54, atom 4 (C): -0.70, atom 5 (C): 0.11